No. 1
ORCA calculation (the ωB97M-V functional and the def2-TZVPD basis) on C58H48N5O2PSTi as an isolated structure at a distorted geometry.

```
116
C58H48N5O2PSTi the ωB97M-V functional and the def2-TZVPD basis
Ti -0.2421 -0.0733 -0.4407
N 1.6120 0.3355 3.7909
C 1.5150 0.2604 2.4218
S 0.7582 1.5461 1.5363
N 2.0949 -0.7345 1.8310
N 2.0143 -0.5673 0.3953
C 2.2962 -1.7858 -0.2936
C 1.6423 -2.0813 -1.4501
C 2.0842 -3.1695 -2.3029
C 1.4900 -3.4049 -3.4856
C 0.4049 -2.5786 -3.9303
C -0.0094 -1.6001 -3.0965
N 0.5379 -1.3536 -1.8722
H 0.8696 0.8438 4.2433
H 1.8675 -0.5381 4.2294
H 3.0583 -2.4371 0.1062
H 2.9303 -3.7564 -1.9695
H 1.8484 -4.2091 -4.1166
H -0.0772 -2.7241 -4.8844
H -0.8378 -0.9576 -3.3708
O -0.5740 -1.1269 1.0514
C -1.0074 -2.4087 1.4131
C -1.1788 -3.2281 0.1162
C -2.3276 -2.6798 -0.6703
C -3.4945 -3.4162 -0.8332
C -4.5970 -2.8169 -1.4006
C -4.4995 -1.4974 -1.8107
C -3.2969 -0.8283 -1.6626
C -3.1653 0.5760 -2.1928
C -2.7396 1.6070 -1.1526
O -1.5917 1.0883 -0.5409
C -3.7750 1.8726 -0.0624
C -5.1341 1.9129 -0.3488
C -6.0550 2.2829 0.6235
C -5.6230 2.6378 1.8916
C -4.2640 2.6028 2.1813
C -3.3481 2.2167 1.2153
C -2.3828 2.9574 -1.7754
C -2.9307 3.3929 -2.9735
C -2.6113 4.6495 -3.4809
C -1.7522 5.4836 -2.7852
C -1.2107 5.0535 -1.5783
C -1.5223 3.8020 -1.0803
N -2.2240 -1.4139 -1.0982
C 0.0266 -3.0331 2.3533
C 0.0670 -2.6277 3.6815
C 0.9922 -3.1612 4.5617
C 1.9052 -4.1163 4.1269
C 1.8739 -4.5309 2.8069
C 0.9362 -3.9950 1.9302
C -2.3628 -2.3329 2.0893
C -2.9287 -3.4912 2.6240
C -4.2047 -3.4672 3.1575
C -4.9372 -2.2826 3.1643
C -4.3730 -1.1274 2.6493
C -3.0839 -1.1526 2.1202
H -0.2508 -3.1582 -0.4483
H -1.3757 -4.2760 0.3449
H -3.5304 -4.4365 -0.4768
H -5.5258 -3.3608 -1.5147
H -5.3445 -0.9821 -2.2468
H -2.4167 0.5913 -2.9914
H -4.1092 0.8482 -2.6625
H -5.4962 1.6739 -1.3402
H -7.1096 2.3053 0.3813
H -6.3365 2.9368 2.6477
H -3.9127 2.8715 3.1693
H -2.2916 2.1851 1.4533
H -3.6074 2.7633 -3.5346
H -3.0410 4.9732 -4.4200
H -1.5059 6.4613 -3.1775
H -0.5303 5.6924 -1.0301
H -1.0750 3.4592 -0.1550
H -0.6466 -1.8877 4.0256
H 0.9982 -2.8392 5.5963
H 2.6259 -4.5365 4.8156
H 2.5799 -5.2693 2.4499
H 0.9548 -4.3116 0.8994
H -2.3611 -4.4151 2.6280
H -4.6326 -4.3722 3.5691
H -5.9379 -2.2652 3.5753
H -4.9283 -0.1997 2.6464
H -2.6359 -0.2579 1.7044
C 6.4075 -1.2117 -2.3930
C 6.1391 -1.5688 -1.0740
C 5.1169 -0.9446 -0.3879
C 4.3456 0.0594 -0.9858
C 4.6138 0.3918 -2.3070
C 5.6403 -0.2399 -3.0060
P 3.0134 0.8680 -0.0145
C 3.9591 1.8240 1.2032
C 3.5395 3.1305 1.4567
C 4.2572 3.9478 2.3131
C 5.3856 3.4561 2.9553
C 5.8046 2.1572 2.7161
C 5.1050 1.3482 1.8318
C 2.1941 1.8897 -1.2069
C 2.8143 2.9962 -1.7892
C 2.2282 3.5831 -2.8996
C 1.0702 3.0214 -3.4291
C 0.4632 1.9431 -2.8007
C 0.9745 1.3744 -1.6325
H 7.2020 -1.7043 -2.9387
H 6.7189 -2.3438 -0.5904
H 4.8992 -1.2628 0.6256
H 4.0128 1.1272 -2.8235
H 5.8248 0.0321 -4.0367
H 2.6481 3.5132 0.9792
H 3.9243 4.9617 2.4864
H 5.9369 4.0865 3.6409
H 6.6837 1.7650 3.2094
H 5.4684 0.3490 1.6474
H 3.7554 3.3732 -1.4046
H 2.6806 4.4494 -3.3634
H 0.6150 3.4488 -4.3146
H -0.4622 1.5693 -3.2274
```

Values from the calculation:
Highest occupied orbital energy   -6.30 eV
LUMO   0.4 eV

Mulliken atomic charge list, values in e, 6 entries: -0.224, -0.376, 0.532, -0.488, -0.735, 1.202

***

No. 2
ORCA calculation (the ωB97M-V functional and the def2-TZVPD basis) on C58H50N3OP2Pt as an isolated structure at a distorted geometry.

```
115
C58H50N3OP2Pt the ωB97M-V functional and the def2-TZVPD basis
Pt -0.0750 0.6899 -0.1868
C -1.6674 -5.7352 -0.2637
C -0.6397 -5.8972 -1.3433
C -0.7272 -6.9151 -2.2805
C 0.1948 -7.0208 -3.3088
C 1.2437 -6.1242 -3.3951
C 1.3677 -5.1211 -2.4493
C 0.4223 -4.9891 -1.4404
N 0.5305 -3.9663 -0.4661
C 0.2571 -2.6376 -0.6797
N 0.5786 -2.1747 -1.9157
C -0.1721 -1.2237 -2.6207
C -0.7325 -0.1103 -1.9905
C -1.5722 0.7061 -2.7474
C -1.7540 0.4909 -4.1021
C -1.1525 -0.5906 -4.7179
C -0.3798 -1.4767 -3.9888
C 0.1554 -2.7090 -4.6607
N -0.2678 -1.8663 0.2163
C -0.7251 -2.4311 1.4119
C 0.1345 -3.1487 2.2507
C -0.3563 -3.8290 3.3497
C -1.7115 -3.7969 3.6313
C -2.5515 -3.0192 2.8535
C -2.0823 -2.3272 1.7465
C -3.0193 -1.5158 0.9081
H -2.5086 -6.4019 -0.4281
H -2.0379 -4.7097 -0.2408
H -1.2484 -5.9601 0.7186
H -1.5360 -7.6273 -2.2065
H 0.0917 -7.8018 -4.0436
H 1.9664 -6.2013 -4.1923
H 2.2196 -4.4589 -2.4800
H 0.2539 -4.2792 0.4600
H 0.9901 -2.8817 -2.5081
H -2.0847 1.5544 -2.3139
H -2.3716 1.1708 -4.6709
H -1.3091 -0.7665 -5.7733
H -0.1716 -2.7136 -5.6966
H -0.2217 -3.6207 -4.1927
H 1.2445 -2.7330 -4.6562
H 1.1944 -3.1652 2.0344
H 0.3246 -4.3885 3.9765
H -2.1030 -4.3611 4.4640
H -3.6011 -2.9632 3.1007
H -3.7536 -1.0338 1.5498
H -3.5509 -2.1466 0.1925
H -2.4649 -0.7605 0.3424
O 1.8614 3.2212 1.1209
C 1.8302 3.2687 2.4845
C 2.0069 4.4160 3.2456
C 1.9967 4.3288 4.6257
C 1.7916 3.1086 5.2472
C 1.5179 1.9853 4.4864
C 1.5283 2.0493 3.0968
P 0.9478 0.6729 2.0102
C 2.3083 -0.5336 1.9858
C 2.9938 -0.9746 3.1135
C 3.8961 -2.0200 3.0043
C 4.1359 -2.6134 1.7736
C 3.5168 -2.1217 0.6337
C 2.6171 -1.0772 0.7412
C -0.3500 0.0842 3.1425
C -1.5736 0.7209 2.9522
C -2.6217 0.5095 3.8253
C -2.4571 -0.3480 4.9012
C -1.2508 -1.0049 5.0814
C -0.1973 -0.7919 4.2080
C 1.9677 4.3953 0.4038
C 3.0517 5.2541 0.4909
C 3.0540 6.4033 -0.2820
C 2.0027 6.6814 -1.1413
C 0.9544 5.7889 -1.2737
C 0.9214 4.6457 -0.4839
P -0.1712 3.1736 -0.6743
C -1.9109 3.6977 -0.7722
C -2.8312 2.6758 -0.5316
C -4.1809 2.8747 -0.7457
C -4.6279 4.1142 -1.1741
C -3.7319 5.1607 -1.3227
C -2.3777 4.9607 -1.1162
C 0.3723 2.9416 -2.4132
C 1.4648 2.0999 -2.6036
C 2.0184 1.9618 -3.8611
C 1.5002 2.6792 -4.9259
C 0.4065 3.5071 -4.7407
C -0.1625 3.6382 -3.4862
H 2.1247 5.3745 2.7637
H 2.1312 5.2264 5.2081
H 1.7983 3.0377 6.3239
H 1.2674 1.0592 4.9828
H 2.8410 -0.4987 4.0712
H 4.4122 -2.3783 3.8850
H 4.8231 -3.4434 1.7005
H 3.7296 -2.5566 -0.3330
H 2.1246 -0.6674 -0.1395
H -1.6940 1.3901 2.1050
H -3.5623 1.0188 3.6749
H -3.2673 -0.5023 5.5980
H -1.1291 -1.6804 5.9160
H 0.7297 -1.3265 4.3472
H 3.8889 5.0168 1.1323
H 3.8936 7.0776 -0.2127
H 2.0210 7.5816 -1.7366
H 0.1760 5.9905 -1.9920
H -2.4672 1.7105 -0.1782
H -4.8751 2.0612 -0.5987
H -5.6753 4.2685 -1.3781
H -4.0840 6.1369 -1.6202
H -1.6937 5.7885 -1.2127
H 1.8780 1.5570 -1.7524
H 2.8535 1.2965 -4.0101
H 1.9494 2.5887 -5.9009
H -0.0064 4.0549 -5.5736
H -1.0267 4.2720 -3.3418
```

Values from the calculation:
Net charge   +1
Highest occupied orbital energy   -10.13 eV
LUMO   -3.2 eV

Mulliken atomic charge list, values in e, 6 entries: 3.012, -1.241, 0.425, -0.707, -0.738, -0.764

***

No. 3
ORCA calculation (the ωB97M-V functional and the def2-TZVPD basis) on a 10-piece molecular cluster, C58H51F9O4 overall at a distorted geometry.

```
122
C58H51F9O4 the ωB97M-V functional and the def2-TZVPD basis
C -0.1231 2.3596 4.1582
C -0.1819 3.7879 3.6000
O -0.6192 4.6879 4.5757
C 1.2059 4.3175 3.1701
O 1.2764 3.9318 1.7881
C 0.1020 3.3031 1.4874
O -0.0173 2.4888 0.6383
O -0.8643 3.7628 2.3394
H -0.9452 1.7441 3.7995
H 0.8400 1.9114 3.8996
H -0.1317 2.4347 5.2392
H -1.5076 5.0184 4.4058
H 1.1467 5.4050 3.2153
H 2.0378 3.9380 3.7562
F -3.1077 -3.1008 -0.6881
C -2.9877 -1.7908 -1.0060
C -3.7571 -1.2758 -2.0296
C -3.6336 0.0686 -2.3487
C -2.7421 0.8724 -1.6513
C -1.9731 0.3358 -0.6265
C -2.0999 -1.0066 -0.2966
H -4.4389 -1.9217 -2.5676
H -4.2335 0.4871 -3.1458
H -2.6454 1.9198 -1.9066
H -1.2757 0.9638 -0.0856
H -1.5167 -1.4455 0.5027
F 5.0360 6.6401 -2.9736
C 3.9708 5.9491 -2.5175
C 2.9612 5.6165 -3.3980
C 1.8701 4.9018 -2.9244
C 1.7978 4.5389 -1.5856
C 2.8215 4.8872 -0.7136
C 3.9212 5.5941 -1.1841
H 3.0335 5.9139 -4.4358
H 1.0743 4.6262 -3.6037
H 0.9447 3.9820 -1.2245
H 2.7693 4.6106 0.3230
H 4.7352 5.8696 -0.5263
F -0.8109 1.2773 6.9345
C -2.1571 1.2088 6.9973
C -2.8336 2.0978 7.8079
C -4.2184 2.0309 7.8652
C -4.9028 1.0776 7.1213
C -4.2011 0.1920 6.3137
C -2.8166 0.2573 6.2449
H -2.2802 2.8282 8.3814
H -4.7634 2.7249 8.4916
H -5.9827 1.0256 7.1708
H -4.7319 -0.5525 5.7359
H -2.2516 -0.4185 5.6163
F -2.0109 -1.8223 -4.8058
C -1.0656 -2.7386 -4.5048
C -1.1680 -3.4475 -3.3237
C -0.1965 -4.3916 -3.0233
C 0.8620 -4.6076 -3.8964
C 0.9469 -3.8813 -5.0764
C -0.0250 -2.9415 -5.3897
H -1.9937 -3.2636 -2.6536
H -0.2668 -4.9582 -2.1044
H 1.6200 -5.3402 -3.6577
H 1.7728 -4.0459 -5.7562
H 0.0182 -2.3713 -6.3086
F -0.4254 4.3834 8.4365
C -0.4787 4.9766 9.6455
C -0.3794 4.1946 10.7794
C -0.4325 4.8089 12.0226
C -0.5912 6.1852 12.1150
C -0.6929 6.9515 10.9614
C -0.6326 6.3470 9.7140
H -0.2622 3.1229 10.6846
H -0.3496 4.2112 12.9203
H -0.6353 6.6599 13.0861
H -0.8200 8.0233 11.0320
H -0.7024 6.9261 8.8028
F -3.4087 -4.4930 -11.4866
C -3.3468 -3.9509 -10.2539
C -3.1675 -4.7807 -9.1646
C -3.1004 -4.2182 -7.8978
C -3.2208 -2.8440 -7.7365
C -3.4042 -2.0287 -8.8453
C -3.4640 -2.5819 -10.1169
H -3.0826 -5.8492 -9.3121
H -2.9532 -4.8537 -7.0344
H -3.1710 -2.4105 -6.7478
H -3.5011 -0.9584 -8.7208
H -3.5991 -1.9640 -10.9948
F 4.0787 -5.3132 -3.6579
C 5.0304 -4.7103 -4.3993
C 5.5911 -3.5338 -3.9447
C 6.5740 -2.9213 -4.7092
C 6.9739 -3.4835 -5.9145
C 6.3930 -4.6649 -6.3560
C 5.4173 -5.2891 -5.5923
H 5.2593 -3.1077 -3.0071
H 7.0270 -2.0022 -4.3631
H 7.7373 -2.9999 -6.5092
H 6.6992 -5.1027 -7.2967
H 4.9586 -6.2144 -5.9157
F 7.9156 -11.7551 -3.0657
C 7.4453 -10.5105 -3.2787
C 8.1251 -9.6761 -4.1440
C 7.6351 -8.3964 -4.3635
C 6.4853 -7.9681 -3.7138
C 5.8195 -8.8220 -2.8448
C 6.2974 -10.1064 -2.6258
H 9.0230 -10.0278 -4.6346
H 8.1521 -7.7315 -5.0432
H 6.1109 -6.9702 -3.8852
H 4.9255 -8.4872 -2.3357
H 5.7900 -10.7904 -1.9585
F -3.3646 3.7269 4.0169
C -4.5593 4.3018 3.7581
C -4.7012 5.0638 2.6161
C -5.9315 5.6497 2.3539
C -6.9907 5.4726 3.2344
C -6.8223 4.7039 4.3787
C -5.5983 4.1072 4.6452
H -3.8602 5.1919 1.9468
H -6.0629 6.2446 1.4602
H -7.9475 5.9334 3.0277
H -7.6459 4.5678 5.0667
H -5.4453 3.4969 5.5264
```

Values from the calculation:
Structure (SMILES)   C[C@@]1(O)COC(=O)O1.Fc1ccccc1.Fc1ccccc1.Fc1ccccc1.Fc1ccccc1.Fc1ccccc1.Fc1ccccc1.Fc1ccccc1.Fc1ccccc1.Fc1ccccc1
Highest occupied orbital energy   -9.02 eV
LUMO   0.5 eV

Mulliken atomic charge list, values in e, 6 entries: -1.551, 1.237, -0.464, -0.793, -0.191, 0.420

***

No. 4
ORCA calculation (the ωB97M-V functional and the def2-TZVPD basis) on a 10-piece molecular cluster, C58H52F9NO6S overall at a distorted geometry.

```
127
C58H52F9NO6S the ωB97M-V functional and the def2-TZVPD basis
C 7.0851 -0.9256 -1.1145
C 7.0151 -0.8729 0.5438
O 6.6967 -2.2777 0.8698
S 8.0643 -2.9592 1.6265
O 7.5285 -3.5364 2.9663
O 8.8277 -4.0792 0.8690
O 9.1414 -1.6410 1.7649
C 8.4931 -0.4816 1.1327
C 8.6575 0.6983 2.2581
O 7.3652 1.0345 2.9402
N 7.7694 1.7458 4.0402
O 6.7874 2.1925 4.6253
H 7.8947 -0.2184 -1.5752
H 7.3329 -2.0377 -1.4642
H 6.0405 -0.6445 -1.5622
H 6.1981 -0.0581 0.7429
H 9.1863 -0.1035 0.2689
H 9.0654 1.7199 1.8470
H 9.4214 0.3416 3.1008
F 6.6454 1.0314 -3.1447
C 5.8450 0.6769 -4.1587
C 5.0202 1.6306 -4.7451
C 4.1905 1.2630 -5.8044
C 4.1868 -0.0581 -6.2587
C 5.0146 -1.0092 -5.6602
C 5.8523 -0.6388 -4.6085
H 5.0305 2.6500 -4.3734
H 3.5477 2.0029 -6.2748
H 3.5362 -0.3453 -7.0820
H 5.0070 -2.0378 -6.0128
H 6.5086 -1.3632 -4.1377
F 3.0209 0.6415 -3.0260
C 2.6843 0.6738 -1.7298
C 3.1596 -0.3145 -0.8747
C 2.8136 -0.2784 0.4761
C 1.9864 0.7405 0.9550
C 1.5103 1.7250 0.0878
C 1.8656 1.6949 -1.2605
H 3.7942 -1.1028 -1.2663
H 3.1863 -1.0420 1.1543
H 1.7131 0.7657 2.0077
H 0.8633 2.5147 0.4620
H 1.5117 2.4572 -1.9467
F 3.3435 -2.4647 -7.7502
C 4.1245 -2.7270 -8.8066
C 5.2616 -1.9570 -9.0248
C 6.0778 -2.2331 -10.1217
C 5.7413 -3.2702 -10.9952
C 4.5951 -4.0341 -10.7705
C 3.7853 -3.7650 -9.6674
H 5.5025 -1.1502 -8.3404
H 6.9733 -1.6419 -10.2967
H 6.3758 -3.4822 -11.8531
H 4.3330 -4.8381 -11.4540
H 2.8956 -4.3546 -9.4726
F -1.7291 3.6423 -1.2584
C -2.1753 2.4019 -1.4968
C -1.4751 1.5794 -2.3725
C -1.9364 0.2859 -2.6170
C -3.1001 -0.1672 -1.9907
C -3.7987 0.6677 -1.1173
C -3.3310 1.9570 -0.8645
H -0.5778 1.9514 -2.8561
H -1.3918 -0.3677 -3.2939
H -3.4621 -1.1745 -2.1852
H -4.7065 0.3143 -0.6343
H -3.8566 2.6161 -0.1816
F -5.4993 2.4575 -2.8040
C -5.4431 3.7443 -3.1724
C -4.4474 4.1622 -4.0486
C -4.3916 5.5009 -4.4365
C -5.3265 6.4097 -3.9347
C -6.3190 5.9815 -3.0518
C -6.3812 4.6407 -2.6729
H -3.7249 3.4437 -4.4215
H -3.6219 5.8362 -5.1272
H -5.2799 7.4546 -4.2340
H -7.0430 6.6915 -2.6593
H -7.1515 4.2890 -1.9946
F -3.8386 0.1768 2.5636
C -3.7401 1.2962 3.2929
C -2.5233 1.9664 3.3568
C -2.4216 3.1347 4.1118
C -3.5363 3.6144 4.8041
C -4.7519 2.9319 4.7378
C -4.8561 1.7698 3.9737
H -1.6662 1.5743 2.8192
H -1.4769 3.6703 4.1620
H -3.4553 4.5233 5.3966
H -5.6170 3.3049 5.2808
H -5.7956 1.2317 3.9039
F -5.9016 -2.0354 -1.3108
C -6.7304 -2.1000 -0.2603
C -8.0288 -2.5641 -0.4407
C -8.8905 -2.6364 0.6538
C -8.4470 -2.2330 1.9157
C -7.1436 -1.7639 2.0855
C -6.2788 -1.7022 0.9931
H -8.3582 -2.8652 -1.4298
H -9.9050 -3.0051 0.5247
H -9.1208 -2.2854 2.7682
H -6.8019 -1.4466 3.0679
H -5.2597 -1.3486 1.1089
F -5.7930 -1.7240 7.7176
C -5.3346 -2.7247 6.9540
C -5.0616 -3.9585 7.5344
C -4.5892 -5.0022 6.7388
C -4.3845 -4.7970 5.3721
C -4.6566 -3.5534 4.7998
C -5.1395 -2.5134 5.5936
H -5.2188 -4.0969 8.5991
H -4.3802 -5.9729 7.1815
H -4.0118 -5.6100 4.7528
H -4.4925 -3.3948 3.7367
H -5.3647 -1.5431 5.1635
F 1.0929 0.3891 5.6410
C 0.2641 0.3244 6.6915
C -1.0343 -0.1397 6.5112
C -1.8960 -0.2120 7.6056
C -1.4525 0.1914 8.8675
C -0.1491 0.6606 9.0374
C 0.7157 0.7222 7.9450
H -1.3637 -0.4407 5.5221
H -2.9105 -0.5807 7.4766
H -2.1263 0.1390 9.7200
H 0.1925 0.9778 10.0197
H 1.7348 1.0759 8.0608
```

Values from the calculation:
Structure (SMILES)   C[C@H]1OS(=O)(=O)O[C@@H]1CON=O.Fc1ccccc1.Fc1ccccc1.Fc1ccccc1.Fc1ccccc1.Fc1ccccc1.Fc1ccccc1.Fc1ccccc1.Fc1ccccc1.Fc1ccccc1
Highest occupied orbital energy   -9.02 eV
LUMO   -0.3 eV

Mulliken atomic charge list, values in e, 6 entries: -0.661, 0.213, -0.300, 1.010, -0.555, -0.547